{"formula": "C36H27FeN13O3S2", "method": "the ωB97M-V functional and the def2-TZVPD basis", "spin_multiplicity": 2, "orbital_gap_ev": [4.9, 5.1], "charge": -1, "max_force_ha_per_bohr": 0.040, "e_homo_ev": [-3.70, -3.76], "e_above_lowest_kcal_mol": 48.6, "species": ["Fe", "C", "C", "C", "C", "C", "N", "C", "N", "C", "C", "C", "C", "C", "C", "C", "C", "N", "C", "N", "C", "N", "C", "N", "C", "N", "C", "C", "C", "C", "C", "C", "C", "C", "C", "C", "C", "C", "N", "C", "C", "H", "H", "H", "H", "H", "H", "H", "H", "H", "H", "H", "H", "H", "H", "H", "H", "C", "N", "C", "C", "N", "N", "C", "N", "N", "H", "H", "H", "H", "H", "H", "H", "H", "H", "H", "H", "O", "S", "O", "O", "S"], "coordinates": [[0.65, -0.24, 0.20], [2.83, 4.85, 3.77], [3.76, 4.99, 2.74], [3.66, 4.22, 1.58], [2.59, 3.35, 1.49], [2.25, 2.40, 0.41], [0.93, 1.81, 0.72], [0.67, 2.22, 2.10], [-0.23, 1.80, 2.85], [-0.87, 0.60, 2.60], [-2.09, 0.21, 3.23], [-3.06, 0.91, 3.96], [-4.18, 0.23, 4.38], [-4.34, -1.15, 4.09], [-3.39, -1.85, 3.39], [-2.25, -1.15, 2.96], [-1.12, -1.53, 2.16], [-0.87, -2.77, 1.76], [0.07, -3.03, 0.90], [0.75, -2.13, 0.10], [1.58, -2.87, -0.71], [2.37, -2.43, -1.65], [2.64, -1.14, -1.77], [2.35, -0.15, -0.84], [2.88, 0.98, -1.29], [3.00, 2.13, -0.54], [3.51, 0.78, -2.56], [4.14, 1.67, -3.46], [4.58, 1.15, -4.66], [4.42, -0.22, -4.97], [3.82, -1.09, -4.09], [3.37, -0.57, -2.87], [1.42, -4.30, -0.43], [2.05, -5.43, -0.95], [1.70, -6.66, -0.42], [0.75, -6.77, 0.60], [0.13, -5.63, 1.11], [0.48, -4.40, 0.57], [-0.32, -0.42, 1.94], [1.68, 3.23, 2.49], [1.78, 3.96, 3.66], [2.93, 5.46, 4.66], [4.57, 5.71, 2.84], [4.37, 4.31, 0.77], [-2.93, 1.97, 4.18], [-4.95, 0.75, 4.94], [-5.24, -1.66, 4.43], [-3.50, -2.90, 3.15], [4.25, 2.72, -3.21], [5.06, 1.81, -5.38], [4.77, -0.59, -5.93], [3.69, -2.14, -4.32], [2.79, -5.33, -1.73], [2.17, -7.56, -0.80], [0.50, -7.74, 1.00], [-0.60, -5.69, 1.91], [1.04, 3.84, 4.45], [-5.12, -0.56, -1.52], [-4.05, 0.13, -0.82], [-4.33, 0.41, 0.58], [-2.72, -0.13, -1.14], [-1.79, -0.25, -0.28], [-2.51, -0.20, -2.53], [-1.33, 0.16, -3.19], [-1.59, 0.37, -4.55], [-0.23, 0.32, -2.61], [-6.06, -0.06, -1.29], [-5.21, -1.61, -1.23], [-5.01, -0.52, -2.60], [-5.32, 0.85, 0.65], [-3.62, 1.15, 0.96], [-4.29, -0.48, 1.22], [-2.19, -0.19, 0.65], [-3.33, -0.02, -3.07], [-2.31, -0.20, -4.97], [-0.75, 0.43, -5.11], [0.47, 0.62, -3.29], [-0.59, 4.76, 1.16], [-0.34, 4.52, -0.25], [-1.43, 4.76, -1.17], [1.00, 4.88, -0.69], [-0.37, 2.35, -0.41]]}



{"formula": "C22H66O11", "method": "the ωB97M-V functional and the def2-TZVPD basis", "orbital_gap_ev": 10.1, "max_force_ha_per_bohr": 0.040, "e_homo_ev": -9.59, "e_above_lowest_kcal_mol": 60.9, "species": ["C", "C", "O", "H", "H", "H", "H", "H", "H", "C", "C", "O", "H", "H", "H", "H", "H", "H", "C", "C", "O", "H", "H", "H", "H", "H", "H", "C", "C", "O", "H", "H", "H", "H", "H", "H", "C", "C", "O", "H", "H", "H", "H", "H", "H", "C", "C", "O", "H", "H", "H", "H", "H", "H", "C", "C", "O", "H", "H", "H", "H", "H", "H", "C", "C", "O", "H", "H", "H", "H", "H", "H", "C", "C", "O", "H", "H", "H", "H", "H", "H", "C", "C", "O", "H", "H", "H", "H", "H", "H", "C", "C", "O", "H", "H", "H", "H", "H", "H"], "coordinates": [[0.67, 3.75, -4.36], [0.15, 2.44, -4.83], [0.92, 1.41, -4.20], [0.99, 3.67, -3.33], [-0.04, 4.57, -4.53], [1.56, 3.99, -4.94], [0.28, 2.34, -5.91], [-0.91, 2.28, -4.61], [0.33, 0.69, -3.93], [3.51, -2.33, -3.54], [5.01, -2.20, -3.41], [5.53, -3.50, -3.17], [3.26, -2.99, -4.38], [3.02, -1.39, -3.80], [3.05, -2.71, -2.64], [5.26, -1.54, -2.56], [5.50, -1.75, -4.28], [6.45, -3.42, -2.89], [-0.47, 5.11, 0.10], [-1.09, 4.57, 1.36], [-1.09, 3.16, 1.35], [0.59, 4.87, 0.07], [-0.61, 6.19, 0.02], [-0.99, 4.70, -0.77], [-2.14, 4.94, 1.35], [-0.70, 5.02, 2.29], [-1.23, 2.80, 2.23], [1.13, -0.58, -0.39], [0.63, 0.82, -0.20], [-0.80, 0.88, -0.41], [2.17, -0.64, -0.07], [1.07, -0.94, -1.42], [0.55, -1.25, 0.26], [1.15, 1.55, -0.83], [0.85, 1.07, 0.84], [-1.09, 1.73, -0.04], [-0.41, -5.66, -1.93], [0.98, -5.09, -1.99], [1.75, -5.67, -0.91], [-1.08, -5.02, -2.52], [-0.85, -5.55, -0.94], [-0.51, -6.68, -2.27], [0.98, -4.00, -1.93], [1.51, -5.38, -2.91], [2.69, -5.64, -1.13], [-0.27, -3.55, 4.96], [-0.74, -3.04, 3.60], [-0.02, -1.89, 3.18], [-0.60, -4.58, 5.10], [-0.68, -2.94, 5.77], [0.81, -3.57, 5.02], [-1.78, -2.74, 3.64], [-0.60, -3.83, 2.85], [0.94, -2.12, 3.15], [-1.90, -2.49, -2.65], [-2.37, -1.10, -2.96], [-1.28, -0.16, -3.04], [-1.09, -2.72, -3.34], [-2.68, -3.24, -2.84], [-1.54, -2.62, -1.63], [-3.11, -0.70, -2.26], [-2.84, -1.08, -3.95], [-0.99, 0.08, -2.11], [-4.73, 3.23, 0.72], [-5.09, 4.70, 0.82], [-6.43, 4.84, 1.36], [-5.41, 2.73, 0.03], [-4.76, 2.69, 1.67], [-3.71, 3.14, 0.31], [-5.07, 5.13, -0.18], [-4.39, 5.22, 1.48], [-6.97, 5.37, 0.76], [-3.41, -0.49, 2.00], [-4.08, -0.59, 0.66], [-5.31, -1.34, 0.81], [-4.08, -0.01, 2.70], [-2.49, 0.10, 1.87], [-3.12, -1.48, 2.35], [-3.49, -1.14, -0.09], [-4.26, 0.40, 0.22], [-5.84, -1.29, 0.01], [2.04, 3.07, 2.94], [3.34, 2.80, 3.61], [4.33, 2.45, 2.63], [2.02, 3.85, 2.18], [1.28, 3.36, 3.68], [1.62, 2.16, 2.49], [3.15, 1.96, 4.30], [3.59, 3.66, 4.25], [5.21, 2.48, 3.01], [3.09, -0.50, 2.63], [3.47, -1.89, 2.27], [2.64, -2.80, 3.04], [3.38, -0.24, 3.65], [2.02, -0.29, 2.58], [3.62, 0.21, 2.00], [4.52, -2.04, 2.57], [3.43, -2.12, 1.20], [3.08, -3.65, 3.09]]}



{"formula": "C20H53N2O24P6S2", "method": "the ωB97M-V functional and the def2-TZVPD basis", "orbital_gap_ev": 5.2, "charge": 1, "max_force_ha_per_bohr": 0.150, "e_homo_ev": -11.06, "species": ["C", "S", "O", "O", "C", "C", "C", "C", "P", "O", "O", "S", "N", "N", "H", "H", "H", "H", "H", "H", "H", "H", "C", "O", "P", "O", "O", "C", "O", "C", "H", "H", "H", "H", "H", "H", "H", "H", "H", "C", "O", "P", "O", "O", "C", "O", "C", "H", "H", "H", "H", "H", "H", "H", "H", "H", "C", "O", "P", "O", "O", "C", "O", "C", "H", "H", "H", "H", "H", "H", "H", "H", "H", "C", "O", "P", "O", "O", "C", "O", "C", "H", "H", "H", "H", "H", "H", "H", "H", "H", "C", "O", "P", "O", "O", "C", "O", "C", "H", "H", "H", "H", "H", "H", "H", "H", "H"], "coordinates": [[9.99, -2.39, -1.59], [9.15, -0.96, -1.02], [9.38, 0.15, -1.89], [9.52, -0.71, 0.34], [7.37, -1.26, -1.05], [6.59, -0.90, -2.13], [5.26, -1.21, -2.03], [4.74, -1.86, -0.90], [2.95, -2.27, -0.82], [2.77, -3.42, 0.26], [2.67, -2.97, -2.25], [1.89, -0.75, -0.56], [5.52, -2.16, 0.12], [6.78, -1.84, -0.01], [10.87, -2.55, -0.96], [9.35, -3.28, -1.60], [10.35, -2.24, -2.61], [7.02, -0.41, -2.99], [4.57, -0.95, -2.83], [3.42, -4.13, 0.16], [3.47, -3.38, -2.60], [7.38, -2.06, 0.78], [10.97, -5.92, -7.54], [10.09, -4.85, -7.88], [9.47, -3.82, -6.80], [10.14, -4.16, -5.52], [8.01, -4.51, -6.99], [7.81, -5.84, -6.54], [8.71, -2.42, -6.35], [8.19, -1.55, -7.37], [11.82, -5.90, -8.21], [11.32, -5.88, -6.51], [10.42, -6.85, -7.70], [8.47, -6.08, -5.70], [7.98, -6.55, -7.36], [6.77, -5.93, -6.22], [7.43, -2.06, -7.97], [8.99, -1.19, -8.02], [7.73, -0.69, -6.88], [-1.02, 0.02, -1.82], [-2.14, 0.56, -2.50], [-2.69, 2.06, -2.18], [-1.70, 2.69, -1.28], [-4.01, 1.48, -1.44], [-3.87, 0.86, -0.16], [-3.55, 3.30, -2.75], [-4.41, 3.11, -3.90], [-0.32, -0.40, -2.54], [-0.50, 0.76, -1.21], [-1.38, -0.79, -1.18], [-3.02, 1.26, 0.40], [-3.75, -0.21, -0.28], [-4.78, 1.04, 0.41], [-5.17, 2.36, -3.68], [-3.83, 2.80, -4.77], [-4.88, 4.06, -4.11], [2.32, 7.67, 0.60], [1.30, 6.70, 0.38], [0.74, 5.78, 1.57], [1.28, 6.27, 2.85], [1.45, 4.41, 1.05], [2.84, 4.25, 1.25], [-0.63, 5.04, 1.93], [-1.57, 4.73, 0.86], [2.01, 8.61, 0.15], [2.53, 7.84, 1.66], [3.22, 7.33, 0.10], [3.18, 4.79, 2.14], [3.40, 4.60, 0.38], [3.04, 3.19, 1.39], [-1.12, 4.06, 0.13], [-1.91, 5.64, 0.37], [-2.43, 4.24, 1.31], [-7.41, -1.89, 5.25], [-6.17, -2.52, 4.97], [-5.21, -2.08, 3.72], [-5.89, -0.88, 3.17], [-5.64, -3.47, 2.97], [-6.99, -3.65, 2.56], [-3.89, -2.04, 2.70], [-2.72, -2.83, 3.01], [-7.45, -1.64, 6.31], [-7.60, -0.99, 4.68], [-8.20, -2.61, 5.05], [-7.46, -2.69, 2.33], [-7.56, -4.16, 3.33], [-6.98, -4.27, 1.66], [-2.97, -3.89, 3.03], [-2.30, -2.53, 3.97], [-1.99, -2.65, 2.23], [-12.06, 1.82, 4.99], [-10.66, 2.07, 4.87], [-9.64, 1.78, 6.07], [-10.35, 1.05, 7.13], [-9.36, 3.34, 6.41], [-10.36, 4.08, 7.10], [-8.09, 1.37, 6.26], [-7.16, 1.64, 5.19], [-12.39, 1.26, 4.11], [-12.32, 1.26, 5.88], [-12.57, 2.79, 4.99], [-10.95, 3.44, 7.75], [-11.01, 4.59, 6.39], [-9.85, 4.83, 7.70], [-7.10, 2.71, 4.99], [-7.45, 1.11, 4.29], [-6.18, 1.29, 5.50]]}